## 1
2 unconnected molecules or ions with the total composition C2H5FO2. Source: the Open Molecules 2025 dataset; level of theory: the ωB97M-V functional and the def2-TZVPD basis.

Its spin multiplicity is 1. Its HOMO-LUMO gap (alpha / beta) is 8.80 / 8.80 eV.

XYZ file:
```
10
C2H5FO2, DFT the ωB97M-V functional and the def2-TZVPD basis
C 0.17 -1.34 -0.23
C -0.04 1.30 0.59
O -1.12 1.06 -0.07
O 0.60 -0.84 0.93
F 1.00 1.75 -0.04
H 0.53 -0.67 -1.10
H -0.90 -1.55 -0.27
H 0.74 -2.26 -0.53
H -0.01 1.42 1.70
H -0.97 1.12 -0.99
```



## 2
2 unconnected molecules or ions with the total composition C2H5FO2. Source: the Open Molecules 2025 dataset; level of theory: the ωB97M-V functional and the def2-TZVPD basis.

Its spin multiplicity is 1. Its HOMO-LUMO gap is 12.61 eV. As for the structure (SMILES): O=C(O)F.C.

XYZ file:
```
10
C2H5FO2, DFT the ωB97M-V functional and the def2-TZVPD basis
C -0.40 -1.22 -1.61
C 0.33 0.97 1.96
O -0.11 0.21 2.73
O -0.17 1.39 0.84
F 1.55 1.56 2.17
H -1.43 -1.31 -1.93
H -0.19 -0.20 -1.37
H 0.24 -1.55 -2.42
H -0.24 -1.85 -0.74
H 0.42 2.00 0.36
```



Which one sits at the top of the stability order? 2 does.



## 1
C2H6OS2 in the gas phase. Source: the Open Molecules 2025 dataset; level of theory: the ωB97M-V functional and the def2-TZVPD basis.

Its spin multiplicity is 1. Its HOMO-LUMO gap is 10.04 eV. As for the structure (SMILES): CC[S@H](=O)=S.

XYZ file:
```
11
C2H6OS2, DFT the ωB97M-V functional and the def2-TZVPD basis
C 1.32 -0.12 0.26
C 0.07 0.59 -0.68
O -1.22 -1.65 -0.37
S -2.99 0.67 0.12
S -1.30 -0.29 0.09
H 1.25 -1.16 0.28
H 2.31 0.05 -0.02
H 0.94 0.40 1.22
H 0.34 0.33 -1.64
H -0.11 1.76 -0.57
H -0.60 -0.56 1.30
```



## 2
2 unconnected molecules or ions with the total composition C2H6OS2. Source: the Open Molecules 2025 dataset; level of theory: the ωB97M-V functional and the def2-TZVPD basis.

Its spin multiplicity is 1. Its HOMO-LUMO gap (alpha / beta) is 9.06 / 9.06 eV.

XYZ file:
```
11
C2H6OS2, DFT the ωB97M-V functional and the def2-TZVPD basis
C 0.48 -1.48 -0.61
C -0.99 0.16 -0.09
O 1.01 1.99 -0.46
S 1.16 0.38 1.97
S 0.19 1.33 0.55
H -0.11 -2.44 -0.48
H 0.68 -1.08 -1.67
H 1.07 -1.15 0.30
H -1.59 -0.48 0.47
H -1.18 0.59 -1.04
H -0.71 2.19 1.07
```



## 3
C2H6OS2 in the gas phase. Source: the Open Molecules 2025 dataset; level of theory: the ωB97M-V functional and the def2-TZVPD basis.

Its spin multiplicity is 1. Its HOMO-LUMO gap is 8.56 eV.

XYZ file:
```
11
C2H6OS2, DFT the ωB97M-V functional and the def2-TZVPD basis
C -1.05 -1.36 -0.72
C 1.15 0.94 -0.18
O 0.75 1.10 1.11
S -1.82 -0.10 0.41
S 0.75 -0.93 -0.74
H -1.34 -1.15 -1.67
H 2.09 1.21 -0.53
H 0.37 1.46 -0.73
H -0.28 0.95 1.07
H -1.59 -0.80 1.48
H 0.97 -1.31 0.50
```



Which one sits at the top of the stability order? 1 does.



## 1
C3H3NOS2 in the gas phase. Source: the Open Molecules 2025 dataset; level of theory: the ωB97M-V functional and the def2-TZVPD basis.

Its spin multiplicity is 1. Its HOMO-LUMO gap (alpha / beta) is 7.32 / 7.30 eV.

XYZ file:
```
10
C3H3NOS2, DFT the ωB97M-V functional and the def2-TZVPD basis
C 0.30 -1.47 0.16
C -1.91 -0.81 1.18
C 0.64 0.90 -0.90
N -0.83 -0.88 0.63
O -2.91 -0.61 1.72
S 1.33 -0.56 -0.80
S 1.33 2.29 -1.71
H 0.38 -2.50 0.46
H -0.20 1.07 -0.23
H 1.86 2.57 -0.51
```



## 2
C3H3NOS2 in the gas phase. Source: the Open Molecules 2025 dataset; level of theory: the ωB97M-V functional and the def2-TZVPD basis.

Its spin multiplicity is 1. Its HOMO-LUMO gap is 9.69 eV. As for the structure (SMILES): Sc1cc(S)on1.

XYZ file:
```
10
C3H3NOS2, DFT the ωB97M-V functional and the def2-TZVPD basis
C 1.13 0.21 0.03
C 0.04 -0.68 0.00
C -1.03 0.12 0.00
H 2.81 -1.42 -0.01
H 0.12 -1.78 -0.03
H -3.14 1.05 0.01
N 0.69 1.47 -0.01
O -0.66 1.37 0.00
S 2.82 -0.09 0.00
S -2.77 -0.26 0.00
```



Which one sits at the top of the stability order? 2 does.



## 1
C6H11N3 in the gas phase. Source: the Open Molecules 2025 dataset; level of theory: the ωB97M-V functional and the def2-TZVPD basis.

Its spin multiplicity is 1. Its HOMO-LUMO gap is 9.79 eV. As for the structure (SMILES): [H]/N=C1\[C@@H](N)C[C@@]2(C)CN12.

XYZ file:
```
20
C6H11N3, DFT the ωB97M-V functional and the def2-TZVPD basis
C 2.11 -1.10 1.18
C 0.75 -0.59 0.76
C 0.69 0.91 0.73
C -0.19 1.27 -0.44
C -0.54 -0.08 -1.09
C -0.50 -1.36 0.98
H 2.12 -2.12 0.93
H 2.94 -0.59 0.69
H 2.33 -1.01 2.25
H 1.75 1.11 0.59
H 0.26 1.28 1.65
H 0.39 1.76 -1.16
H -1.14 3.01 -0.24
H -2.13 1.86 -0.71
H -1.33 0.56 -2.52
H -0.38 -2.34 1.51
H -1.39 -0.95 1.24
N -1.36 2.04 -0.03
N -1.17 -0.38 -2.10
N 0.05 -1.20 -0.30
```



## 2
A molecular structure, C6H11N3. Source: the Open Molecules 2025 dataset; level of theory: the ωB97M-V functional and the def2-TZVPD basis.

Its spin multiplicity is 1. Its HOMO-LUMO gap (alpha / beta) is 7.25 / 7.25 eV.

XYZ file:
```
20
C6H11N3, DFT the ωB97M-V functional and the def2-TZVPD basis
C 1.89 -1.03 0.70
C -0.90 0.45 1.59
N 0.79 -0.35 -0.01
C 1.04 0.48 -1.04
C -0.61 -0.34 0.34
C -0.85 0.81 -1.27
C -1.24 -1.59 0.19
N 2.00 1.06 -1.59
N -1.28 2.01 -1.33
H 1.73 2.00 -1.92
H -1.92 2.12 -2.13
H -1.12 0.03 -2.00
H 2.48 -1.62 0.00
H 2.54 -0.27 1.15
H 1.48 -1.68 1.47
H -0.23 0.16 2.40
H -0.77 1.53 1.44
H -1.94 0.31 1.91
H -0.96 -2.25 -0.62
H -2.14 -1.83 0.74
```



## 3
A molecular structure, C6H11N3. Source: the Open Molecules 2025 dataset; level of theory: the ωB97M-V functional and the def2-TZVPD basis.

Its spin multiplicity is 1. Its HOMO-LUMO gap (alpha / beta) is 7.14 / 6.30 eV.

XYZ file:
```
20
C6H11N3, DFT the ωB97M-V functional and the def2-TZVPD basis
C -1.24 -1.57 0.06
C 0.32 0.39 1.37
C 1.21 0.51 0.34
C -0.95 -0.09 -0.04
N 2.44 1.11 0.35
N 0.74 -0.76 -1.83
C 0.35 0.26 -0.90
C -2.01 0.76 -0.25
N 0.11 0.78 2.55
H 2.69 1.55 1.22
H 2.90 1.37 -0.51
H -0.46 0.16 3.12
H 1.51 -0.45 -2.40
H 1.00 -1.63 -1.37
H 0.24 1.21 -1.44
H -1.51 -1.98 -0.91
H -0.37 -2.12 0.43
H -2.07 -1.74 0.76
H -3.03 0.40 -0.28
H -1.88 1.83 -0.26
```



## 4
4 unconnected molecules or ions with the total composition C6H11N3. Source: the Open Molecules 2025 dataset; level of theory: the ωB97M-V functional and the def2-TZVPD basis.

Its spin multiplicity is 1. Its HOMO-LUMO gap is 8.50 eV.

XYZ file:
```
20
C6H11N3, DFT the ωB97M-V functional and the def2-TZVPD basis
C 0.78 0.61 1.93
C 2.23 -0.22 -0.05
C 0.89 0.45 -0.61
C -0.29 -0.26 -0.97
C -1.37 0.67 -0.87
C -0.91 -1.60 -0.17
H -0.40 1.15 0.95
H 1.30 1.82 3.01
H 0.87 -0.72 2.60
H 3.25 0.01 -0.20
H 2.24 -1.30 0.47
H 1.12 1.14 -1.40
H -0.12 -0.55 -2.00
H -1.35 1.00 0.19
H -1.48 1.39 -1.57
H -3.45 -0.19 -1.11
H -0.08 -2.24 0.50
N 1.43 0.70 0.56
N -2.41 -0.43 -1.15
N -2.24 -1.43 -0.12
```



Which one sits at the top of the stability order? 1 does.